Density functional theory data (ωB97M-V/def2-TZVPD) for C29H29N2O4STi as an isolated structure.

Cartesian coordinates (Å):
C1 2.326 -0.164 1.297
C2 2.363 -0.916 0.077
C3 1.941 -0.063 -0.980
H1 2.736 -1.930 -0.036
C4 1.622 1.227 -0.424
C5 1.903 1.161 0.976
H2 1.370 2.129 -0.979
C6 -0.956 -2.046 1.961
C7 0.266 -2.535 1.412
C8 0.118 -2.592 -0.012
H3 1.127 -2.866 1.985
C9 -1.171 -2.057 -0.346
C10 -1.845 -1.754 0.888
H4 1.961 -0.304 -2.043
H5 1.903 2.009 1.653
H6 2.649 -0.513 2.275
H7 -2.877 -1.416 0.970
H8 0.804 -3.031 -0.734
H9 -1.199 -2.002 3.019
Ti1 0.097 -0.321 0.578
C11 -1.577 -1.528 -1.711
C12 -3.102 -1.559 -1.853
C13 -0.947 -2.333 -2.850
H10 -3.468 -2.551 -1.559
H11 -3.384 -1.374 -2.896
H12 -3.579 -0.793 -1.231
H13 -1.203 -3.395 -2.726
H14 0.146 -2.234 -2.880
H15 -1.345 -1.983 -3.812
C14 -0.981 -0.083 -1.726
C15 -1.849 1.020 -2.288
H16 -0.034 -0.054 -2.271
H17 -0.931 0.360 -0.665
O1 -2.754 1.426 -1.563
N1 -1.417 1.557 -3.503
C16 -0.200 2.412 -3.409
H18 -2.190 2.058 -3.942
C17 1.092 1.765 -3.846
C18 2.307 2.419 -3.586
H19 2.292 3.401 -3.107
C19 3.521 1.812 -3.910
H20 4.462 2.300 -3.652
C20 3.528 0.580 -4.573
H21 4.479 0.116 -4.848
C21 2.319 -0.045 -4.891
H22 2.306 -0.990 -5.437
C22 1.098 0.542 -4.519
H23 0.141 0.078 -4.770
H24 -0.080 2.743 -2.361
H25 -0.374 3.309 -4.021
O2 1.871 2.308 5.716
S1 1.413 1.134 5.025
O3 2.217 -0.067 5.046
N2 0.933 1.472 3.477
C23 -0.259 1.007 3.184
O4 -0.656 0.729 1.966
C24 -1.081 0.737 4.366
C25 -2.421 0.338 4.465
C26 -2.910 0.003 5.728
C27 -2.067 0.028 6.852
C28 -0.719 0.390 6.735
C29 -0.255 0.749 5.477
H26 -3.039 0.315 3.570
H27 -3.953 -0.291 5.853
H28 -2.456 -0.248 7.832
H29 -0.029 0.398 7.574

Calculated values
Relative energy (zero: lowest compared OMol25 entry of this formula, charge and spin) in kcal per mole: 0.3
HOMO energy in Ha: -0.43984
Net charge: +1